A molecular structure, C49H61CrNO4S in a non-equilibrium geometry. Source: OMol25; level of theory: wB97M-V/def2-TZVPD.

Charge: +1
M (g/mol): 812.09
Spin multiplicity: 4
HOMO-LUMO gap (spin up / spin down) (eV): 7.04 / 7.49
HOMO energy (spin up / spin down) (eV): -10.0 / -10.1
Total energy (a.u.): -3701.955277
Relative energy (zero: lowest compared OMol25 entry of this formula, charge and spin) (eV): 0.000

Last column: Löwdin spin population.
CARTESIAN COORDINATES (ANGSTROEM)
H (0.690, 6.568, -2.304)  0.0000
C (-4.482, -0.759, 3.826)  0.0000
H (-1.950, -5.234, 1.570)  0.0000
C (1.728, 6.497, -2.736)  -0.0012
C (2.214, 4.602, -1.136)  -0.0174
H (-5.370, -0.615, 3.200)  0.0000
C (2.763, 5.922, -1.716)  -0.0021
H (-4.088, -2.988, -0.524)  0.0003
H (1.262, 3.232, -3.644)  0.0001
C (1.132, -2.863, -1.766)  -0.0004
H (-5.003, 2.031, 3.420)  0.0000
H (-5.076, -6.285, -0.401)  0.0000
C (-2.249, 2.535, -2.319)  0.0002
H (-1.905, -0.730, 4.461)  0.0000
H (0.284, 5.387, -0.606)  0.0007
C (-2.362, -4.190, -0.822)  -0.0089
H (3.651, 6.658, 0.131)  0.0000
H (-2.558, -6.883, -1.719)  0.0000
H (1.494, -3.898, -1.795)  0.0000
C (3.090, -0.191, 0.186)  0.0002
H (2.521, 0.356, -3.805)  0.0000
H (3.381, -1.085, -3.256)  0.0000
C (-0.372, -2.893, -1.455)  -0.0067
H (-4.097, -0.713, 1.483)  0.0000
C (0.944, 4.543, -0.575)  0.0075
H (1.372, -2.834, 3.733)  0.0000
O (-0.663, -0.667, -2.191)  0.0409
H (3.934, -0.429, 2.075)  0.0000
C (4.234, -4.259, 2.283)  0.0001
H (1.900, -3.845, 0.721)  0.0000
H (3.929, 0.532, -2.743)  0.0003
C (2.161, -3.560, 3.501)  0.0000
H (-3.484, -4.265, 1.537)  0.0000
C (-2.426, 0.134, 4.809)  0.0000
H (-1.676, 0.905, 4.958)  0.0000
H (4.015, 4.903, -3.120)  0.0000
C (-2.389, -6.734, -0.654)  -0.0001
O (2.105, -0.117, -1.930)  0.0091
C (3.392, -0.896, 1.346)  0.0010
H (3.211, 7.972, -0.931)  -0.0002
C (-3.028, 0.836, 2.418)  0.0006
H (1.960, 7.157, -0.167)  0.0000
O (-1.595, 1.664, -1.376)  0.0057
C (-1.725, 2.234, 0.951)  -0.0001
C (2.992, 3.443, -1.106)  0.0084
H (4.325, 1.258, -0.652)  -0.0002
H (2.417, -4.038, 4.489)  0.0000
H (5.137, -3.884, 1.816)  0.0000
C (-3.056, -2.979, -0.809)  0.0018
H (-1.758, 2.492, 3.061)  0.0000
H (-1.332, -6.805, -0.448)  0.0000
H (4.927, 5.481, -1.788)  0.0000
H (3.963, 3.331, -1.517)  0.0009
C (0.654, 2.570, -4.232)  0.0020
H (3.879, 1.562, 0.986)  -0.0013
H (-3.336, -0.012, -2.097)  0.0001
C (-3.405, -0.528, -1.144)  0.0001
N (0.303, 1.438, -3.617)  0.0103
H (4.429, 6.519, -3.037)  0.0000
H (-3.648, 2.601, 4.462)  0.0000
C (-1.154, -1.744, -1.584)  0.0117
C (2.879, 6.960, -0.584)  -0.0011
C (-4.489, -5.459, -0.750)  -0.0002
C (-0.992, -4.083, -1.025)  0.0018
H (1.280, -2.449, -2.779)  -0.0001
C (4.291, -2.277, 3.729)  0.0000
C (1.119, 2.203, -0.022)  0.0053
C (-4.360, 1.772, 4.261)  0.0001
H (1.788, 5.937, -3.689)  0.0000
H (0.589, 3.446, -6.246)  -0.0001
H (-2.886, -0.281, 5.667)  0.0000
H (4.511, -4.930, 3.105)  0.0000
H (-4.439, -0.798, -1.066)  0.0000
H (3.771, -1.447, 4.186)  0.0000
H (-4.460, -5.517, -1.835)  0.0000
H (-0.634, -0.353, -4.199)  0.0006
C (0.380, 2.649, -5.555)  -0.0011
C (-2.994, -5.226, 1.277)  -0.0006
C (2.469, 2.283, -0.450)  -0.0227
C (0.405, 3.415, -0.029)  -0.0122
H (1.749, -4.398, 2.953)  0.0000
H (5.162, -1.849, 3.258)  0.0000
H (-0.378, -4.973, -0.988)  0.0004
Cr (0.266, 0.830, -1.603)  2.9024
H (-1.565, 4.237, 0.263)  -0.0003
C (3.408, -3.020, 2.790)  0.0001
O (0.585, 1.011, 0.242)  0.0471
C (2.499, -0.900, -0.803)  0.0026
C (-2.505, -1.780, -1.188)  -0.0051
H (2.067, 7.493, -2.959)  -0.0002
C (-0.277, 0.624, -4.491)  0.0151
C (-3.589, 0.505, 3.811)  0.0000
C (3.046, -0.075, -2.995)  0.0000
H (-1.866, 3.566, -2.206)  0.0003
C (-2.178, 1.932, 2.224)  0.0010
H (-4.740, -0.791, 4.893)  0.0000
C (4.065, 5.702, -2.399)  0.0001
C (-3.042, -5.412, -0.207)  -0.0010
C (1.953, -2.185, -0.704)  0.0012
C (-2.120, 1.416, -0.104)  0.0028
H (-5.007, 1.668, 5.133)  0.0000
C (-2.993, 0.350, 0.023)  0.0007
C (2.208, -2.851, 0.515)  0.0001
C (2.992, -2.239, 1.494)  0.0012
C (3.481, 1.235, 0.048)  -0.0025
H (-3.970, -1.731, 3.585)  0.0000
C (-0.886, 3.453, 0.703)  -0.0020
S (-0.407, 1.246, -6.083)  0.0046
C (-3.387, 0.095, 1.335)  0.0002
H (-2.047, 2.149, -3.322)  0.0001
H (-3.308, 2.478, -2.086)  -0.0004
H (-3.367, -6.043, 1.843)  -0.0001
H (3.740, -4.822, 1.435)  0.0000
H (-5.068, -4.632, -0.396)  0.0000
H (-0.586, 3.807, 1.722)  -0.0013
H (-2.874, -7.527, -0.073)  0.0000
H (4.506, -2.857, 4.641)  0.0000

=====

A molecular structure, C49H61CuGeN6O2S2Sb. Source: OMol25; level of theory: wB97M-V/def2-TZVPD.

Charge: -2
M (g/mol): 1088.12
Spin multiplicity: 2
HOMO-LUMO gap (spin up / spin down) (eV): 4.11 / 5.83
HOMO energy (spin up / spin down) (eV): 0.0 / -1.7
Total energy (a.u.): -7136.784838
Relative energy (zero: lowest compared OMol25 entry of this formula, charge and spin) (eV): 0.000

Last column: Löwdin spin population.
CARTESIAN COORDINATES (ANGSTROEM)
H (-4.877, -1.547, 1.541)  0.0000
H (3.237, 1.941, -6.424)  0.0000
C (-5.703, -2.076, -1.785)  0.0000
C (-1.574, -3.338, 2.744)  0.0004
H (0.844, -5.682, 2.979)  0.0001
N (0.600, 3.095, 0.296)  0.0002
H (0.271, -5.444, 5.398)  0.0001
H (-1.390, 6.057, -1.448)  0.0000
C (3.841, -1.641, 2.580)  0.0045
H (0.133, -1.818, 3.929)  0.0072
H (-0.216, -1.178, -1.976)  0.0000
C (-1.224, -3.945, 5.049)  0.0004
H (3.749, 4.330, -2.977)  0.0000
C (-4.788, -2.119, -0.565)  0.0003
H (-1.666, 4.602, 0.602)  0.0000
C (5.022, 5.818, -0.216)  0.0000
C (2.970, -0.763, 1.959)  0.0015
C (2.508, 0.768, 5.268)  0.2769
C (-3.677, 1.525, 0.657)  0.0001
C (-3.576, 1.067, -0.802)  0.0000
C (3.465, -2.970, 2.540)  0.0016
H (-0.743, 0.200, -2.943)  0.0000
H (-0.169, 2.690, -2.930)  0.0000
C (0.583, 2.536, -3.695)  0.0000
H (5.610, 6.679, 0.078)  0.0000
H (-5.872, -0.528, 0.498)  0.0000
H (5.676, -2.767, -0.990)  0.0000
C (-5.517, -1.549, 0.654)  0.0000
S (-0.114, -4.256, 0.642)  -0.0001
C (0.063, -5.007, 3.304)  0.0010
H (-0.697, 4.453, -1.702)  0.0000
H (-6.393, -2.174, 0.881)  0.0000
C (1.734, -1.507, 5.233)  0.1889
H (-1.612, -3.419, -2.265)  0.0000
H (-3.168, 0.345, -3.740)  0.0000
C (1.189, 2.450, -6.021)  0.0000
C (2.825, 1.989, -4.318)  0.0000
H (4.710, -1.293, 3.118)  0.0011
H (-0.785, 2.903, -5.308)  0.0000
Sb (-2.862, -1.031, -0.690)  0.0008
H (3.437, -0.897, 6.316)  -0.0054
C (-2.490, 1.916, -1.464)  0.0001
C (-0.595, -4.246, 2.353)  0.0006
C (-2.242, -1.389, -2.775)  0.0000
H (1.797, -2.562, 5.458)  0.0140
N (1.881, -1.169, 1.321)  0.0012
C (1.880, 2.204, -3.313)  0.0000
H (-5.746, 0.830, -1.025)  0.0000
C (0.893, 1.939, -0.156)  0.0009
C (1.644, -2.507, 1.235)  0.0004
H (-3.919, -4.078, -1.056)  0.0000
H (1.902, -0.921, -1.745)  0.0000
C (-0.797, -0.885, -2.856)  0.0000
H (-0.724, -3.942, 7.005)  0.0009
H (-2.711, 1.466, 1.164)  0.0002
C (5.079, -1.869, -1.100)  0.0000
O (-1.355, -4.211, -0.111)  0.0000
H (-1.861, -2.828, 6.599)  0.0003
C (3.975, 4.489, -1.927)  0.0000
H (-3.231, -3.336, -2.953)  0.0000
H (-0.678, 6.011, 0.934)  0.0000
C (2.489, 2.115, -5.659)  0.0000
C (-1.897, -3.199, 4.081)  0.0006
H (6.699, -0.538, -0.635)  0.0000
Cu (0.502, 0.295, 0.903)  0.0064
H (3.837, 1.702, -4.048)  0.0000
H (-6.663, -2.554, -1.537)  0.0000
H (-1.829, -3.108, -4.004)  0.0000
H (1.312, 2.135, 4.034)  -0.0008
H (3.130, 0.309, 1.994)  0.0007
H (-5.272, -2.635, -2.618)  0.0000
C (2.962, -0.819, -1.534)  0.0000
C (3.495, 3.591, -0.975)  0.0001
C (3.773, 3.847, 0.369)  0.0001
H (-5.914, -1.063, -2.132)  0.0000
H (-2.727, 2.979, -1.310)  0.0000
C (5.650, -0.620, -0.896)  0.0000
H (-4.392, 0.935, 1.237)  0.0001
H (-0.303, -1.312, -3.740)  0.0000
H (0.921, 2.538, -7.067)  0.0000
H (3.266, -2.939, -1.550)  0.0000
O (0.716, -5.421, 0.422)  0.0000
H (-4.004, 2.575, 0.689)  0.0000
H (-2.621, -2.449, 4.382)  0.0008
C (3.514, 0.445, -1.317)  0.0000
N (2.403, -3.416, 1.889)  0.0001
C (1.436, 1.120, 4.391)  0.0799
H (-4.090, -1.149, -3.917)  0.0000
N (-1.524, -3.763, 6.416)  0.0006
H (-4.886, 1.026, -2.557)  0.0000
H (3.219, 1.514, 5.599)  0.0258
H (5.102, 6.277, -2.313)  0.0000
C (-4.458, -3.581, -0.250)  0.0000
S (-0.817, 0.483, 2.885)  0.0323
H (-2.604, -0.908, -4.844)  0.0000
Ge (2.374, 2.035, -1.412)  0.0001
C (0.529, 0.192, 3.959)  0.1214
C (-0.258, -4.864, 4.648)  0.0005
C (0.394, 4.160, 0.873)  0.0003
N (0.675, -1.121, 4.415)  0.2005
H (-3.834, -3.681, 0.639)  0.0000
H (0.365, 5.815, -1.362)  0.0000
H (-1.505, 1.740, -1.021)  0.0001
C (0.235, 2.657, -5.035)  0.0000
H (-5.396, -4.131, -0.078)  0.0000
H (-2.036, -2.699, 2.001)  0.0001
H (4.049, -3.725, 3.063)  0.0001
N (0.586, -2.844, 0.465)  0.0000
C (4.737, 5.592, -1.556)  0.0000
H (4.728, 5.128, 1.797)  0.0000
C (3.731, -1.968, -1.423)  0.0000
C (-0.604, 5.370, -1.122)  0.0000
C (4.871, 0.527, -1.004)  0.0000
C (-3.082, -0.733, -3.868)  0.0000
H (-5.110, 2.411, -1.482)  0.0000
H (3.365, 3.194, 1.134)  0.0001
H (5.323, 1.497, -0.821)  0.0000
C (4.534, 4.945, 0.747)  0.0001
C (2.626, -0.575, 5.673)  0.0315
C (-0.703, 5.076, 0.373)  0.0001
C (-2.229, -2.901, -3.001)  0.0000
C (-4.904, 1.331, -1.508)  0.0000
H (-2.429, 1.749, -2.542)  0.0000